Record 1
Computed, not measured: a molecular structure, C8H16O8Rb2, with ωB97M-V/def2-TZVPD.

Positions of all 34 atoms, in Å:
C 2.856 -3.271 0.154
H 2.759 0.658 2.795
H 3.726 -3.878 -0.096
C -2.647 1.502 2.250
H 4.602 0.620 3.098
Rb 3.630 2.974 -2.595
C -3.501 3.727 2.833
O -2.538 -0.126 -4.930
O -3.066 2.780 1.887
C 0.056 -0.481 -4.516
O 3.643 -1.217 2.880
H 2.031 -3.983 0.178
O -2.901 1.039 3.371
O -2.048 0.929 1.221
O 3.154 -2.771 1.453
H 0.045 -0.308 -3.440
H 0.746 -1.320 -4.429
H -4.152 3.213 3.541
H -1.412 -1.798 -5.546
Rb -6.666 2.237 -6.384
H 3.446 0.203 4.352
H 2.595 -2.568 -0.636
C -1.409 -0.975 -4.833
O 0.804 0.540 -5.094
H -1.631 -1.507 -3.908
H -4.007 4.575 2.371
H -2.577 4.046 3.316
H -0.813 -0.484 1.870
H -1.556 -0.843 0.275
C 3.590 -1.550 1.613
H -2.559 -0.931 1.758
O 3.904 -0.790 0.643
C -1.722 -0.431 1.271
C 3.617 0.188 3.275

Computed properties:
Spin multiplicity   1
Frontier orbital gap   2.145 eV

Mulliken atomic charge list, values in e, 2 entries: number 1, C, carries -0.70; number 2, H, carries 0.28


Record 2
Computed, not measured: C4H6N2 in the gas phase, with ωB97M-V/def2-TZVPD.

Positions of all 12 atoms, in Å:
H -2.051 -1.032 0.982
H 2.338 -1.414 -0.286
C 0.105 1.138 -0.074
N 1.863 0.623 0.045
H -2.574 0.509 0.337
C 1.602 -0.630 -0.211
H 0.308 2.140 0.078
C -0.544 0.007 -0.070
H 2.850 0.845 0.237
H -2.302 -0.874 -0.760
N 0.364 -0.954 -0.412
C -1.959 -0.359 0.132

Computed properties:
ΔE to the lowest compared entry with this formula, charge and spin   281.2 kJ/mol
Spin multiplicity   1
SMILES   Cc1c[nH]cn1
Frontier orbital gap   9.727 eV

Mulliken atomic charge list, values in e, 2 entries: number 1, H, carries 0.26; number 2, H, carries 0.42


Record 3
Computed, not measured: 7 unconnected molecules or ions with the total composition C6H26N8O7, with ωB97M-V/def2-TZVPD.

Positions of all 47 atoms, in Å:
H -0.398 -3.987 -3.920
O 0.768 -1.131 3.051
O -1.809 -3.306 -1.171
H 2.071 0.715 -0.774
H -0.805 -0.300 1.405
H -1.550 0.143 4.772
H -1.078 2.497 -0.725
O 1.544 4.148 -1.452
H -2.041 -5.818 -3.281
N -0.989 0.022 2.330
C 3.446 0.937 3.094
N 1.526 0.137 -0.094
N 0.223 -1.711 0.365
O 0.121 -0.705 -1.767
H 2.308 1.699 4.517
H -1.656 0.327 -1.327
H 3.595 -0.150 3.171
H -0.160 -0.702 5.305
H 0.036 3.117 0.400
H -2.869 -5.321 -1.776
C -1.598 -3.900 -2.249
H 2.745 3.171 -0.366
C 0.451 3.602 -1.612
H -2.005 0.162 2.533
N -0.239 3.021 -0.566
N -2.300 -5.023 -2.571
O 3.428 2.491 -0.468
C -3.528 0.302 -1.782
N -0.627 -0.248 4.588
O -2.370 1.013 -1.345
H -0.401 -2.506 -3.006
H -0.367 -2.530 0.039
H -0.761 2.696 -2.861
C -0.265 -0.571 3.327
H 3.659 2.467 -1.362
H 3.477 1.185 2.014
H -4.183 0.967 -2.370
C 0.627 -0.811 -0.565
O 2.224 1.469 3.607
H -4.006 -0.073 -0.916
H 0.827 3.403 -3.495
H -3.115 -0.435 -2.420
H 0.643 -1.795 1.284
H 4.246 1.444 3.585
N -0.680 -3.442 -3.142
N 0.023 3.363 -2.849
H 1.811 -0.032 0.845

Computed properties:
ΔE to the lowest compared entry with this formula, charge and spin   0.0 kJ/mol
Spin multiplicity   1
SMILES   NC(N)=O.NC(N)=O.NC(N)=O.NC(N)=O.CO.CO.O
Frontier orbital gap   9.983 eV

Mulliken atomic charge list, values in e, 2 entries: number 1, H, carries 0.16; number 2, O, carries -0.72


Record 4
Computed, not measured: 8 unconnected molecules or ions with the total composition C50H37NO16, with ωB97M-V/def2-TZVPD.

Positions of all 104 atoms, in Å:
H 6.335 1.441 5.194
C 5.908 -7.720 2.807
H -3.636 1.895 0.246
O 3.644 7.193 3.273
H -3.715 3.921 -2.164
C 5.987 2.330 4.684
H 6.238 3.660 6.315
H 4.944 -4.591 3.907
C 5.091 3.362 2.559
C 5.456 4.722 4.569
C 5.732 -6.547 3.690
H 1.121 7.015 6.953
C 5.935 3.520 5.285
H 6.157 -6.621 4.683
O 5.408 5.807 5.120
C 9.766 -9.181 -3.002
O -15.049 2.943 -2.026
C 1.250 7.219 5.897
C 2.422 7.059 5.279
H -11.616 0.519 -3.535
C -6.826 2.539 -2.489
H 4.537 -2.897 0.389
C 5.039 4.553 3.159
C 4.508 -5.380 1.914
C -14.523 1.867 -2.248
H -6.173 3.397 -2.393
O -9.811 1.402 -4.044
O 10.834 -9.328 -3.568
H -7.011 -0.738 -1.301
C -0.982 1.821 -2.149
H -12.691 2.719 -3.085
H 1.508 8.014 2.048
C 5.082 -5.459 3.274
C -13.178 1.780 -2.852
C 3.659 0.382 -0.237
C -14.631 -0.582 -2.163
C 3.241 0.214 -1.644
C -1.620 0.582 -2.977
C -0.522 1.389 -0.642
H -3.771 2.079 -2.199
C 2.575 7.341 3.837
H 8.697 -8.502 -4.786
O -1.015 7.836 5.729
C 4.684 -6.552 1.031
H 8.317 -9.516 0.116
C 4.137 -0.817 0.480
C 8.445 -9.309 -0.940
C 1.379 7.810 3.104
H -0.678 8.312 3.201
C -3.416 2.966 -0.159
H -2.573 3.496 0.415
C 5.334 -7.641 1.447
C -13.285 -0.668 -2.768
C 4.189 -2.008 -0.121
H 4.440 -0.676 1.510
H 4.691 5.441 2.648
C -15.207 0.597 -1.922
C -7.312 0.142 -1.856
H -8.228 3.444 -3.798
O 0.297 2.105 -2.845
O 3.821 -3.263 -2.078
C 7.249 -8.837 -1.669
H -4.395 3.581 0.011
C -7.927 2.564 -3.242
O 0.962 4.364 -2.320
O 6.504 -8.713 3.186
C 0.055 7.688 5.165
C 5.570 2.162 3.276
O 3.608 1.471 0.311
H 10.501 -9.812 -1.042
C -8.804 1.380 -3.358
C 3.293 -0.975 -2.245
C 8.570 -8.709 -3.731
H 5.471 -8.507 0.815
O -12.760 -1.745 -2.990
H -2.927 -1.472 -3.406
O 5.620 1.074 2.728
O -5.428 1.303 -1.055
H -1.681 3.556 -3.116
C -3.174 2.961 -1.771
H 2.894 1.103 -2.153
C -12.602 0.601 -3.093
H -16.193 0.679 -1.481
C 9.615 -9.468 -1.560
H 2.990 -1.115 -3.276
C -8.413 0.167 -2.609
O 6.180 -8.689 -1.102
C -6.435 1.326 -1.741
C 0.208 7.970 3.722
H 3.308 6.717 5.800
H -0.211 0.037 1.392
C 7.399 -8.550 -3.110
H 6.513 -8.206 -3.629
C 3.772 -2.176 -1.529
N -1.757 3.074 -2.205
C -0.478 0.774 0.536
H -9.066 -0.692 -2.706
H 1.858 2.763 -1.368
C 1.051 3.109 -2.138
C -2.205 -0.574 -3.269
H 4.259 -6.478 0.038
H -15.118 -1.521 -1.930
H 4.789 3.221 1.529
O 3.912 -4.386 1.535

Computed properties:
ΔE to the lowest compared entry with this formula, charge and spin   356.7 kJ/mol
Spin multiplicity   1
SMILES   C#CC(C#C)(NCC)OC=O.O=C1C=CC(=O)C=C1.O=C1C=CC(=O)C=C1.O=C1C=CC(=O)C=C1.O=C1C=CC(=O)C=C1.O=C1C=CC(=O)C=C1.O=C1C=CC(=O)C=C1.O=C1C=CC(=O)C=C1
Frontier orbital gap   7.552 eV

Mulliken atomic charge list, values in e, 2 entries: number 1, H, carries 0.43; number 2, C, carries 0.25


Record 5
Computed, not measured: a molecular structure, C23H29N2O2RhSTe, with ωB97M-V/def2-TZVPD.

Positions of all 59 atoms, in Å:
C -3.276 6.343 1.730
C 4.843 -0.207 0.050
H 0.540 9.546 -1.135
H 0.374 -0.531 0.877
H 5.093 -2.455 3.733
H -3.977 5.579 1.384
H -0.714 1.734 4.619
C 3.089 0.491 1.622
H -2.932 6.035 2.720
H -0.723 -0.653 -0.529
C 4.147 -1.674 1.962
O 0.476 1.480 2.590
N 3.974 -0.427 1.206
H 3.165 -2.038 2.257
H 1.310 4.677 -1.640
S 3.026 2.006 0.797
H -1.398 1.129 6.921
H -2.474 8.568 0.465
C 0.005 6.811 -0.979
Te -1.648 3.521 1.395
Rh 0.757 2.608 0.981
C -0.246 5.561 -0.430
C 1.294 0.702 3.175
H -1.131 10.030 -0.836
C -1.842 7.724 0.209
H -0.173 -0.633 8.149
H 6.048 -1.220 2.911
H -0.693 9.247 -2.354
C 5.035 -1.511 3.188
H 5.903 1.508 0.830
C -0.502 9.258 -1.279
C 0.207 1.243 -0.302
H 4.577 -2.400 1.273
H 5.072 -1.190 -0.363
O 0.405 1.407 -1.465
H 2.410 -1.169 4.774
N 2.399 0.156 2.720
C 1.197 -1.014 6.542
C 6.127 0.539 0.384
C -0.784 7.912 -0.667
H -3.818 7.283 1.828
C -0.565 0.621 6.453
H -1.210 0.236 0.950
C 0.889 0.316 4.560
C 1.579 -0.673 5.255
H 1.734 -1.785 7.078
C -0.187 0.963 5.164
H 4.275 0.341 -0.700
H 4.625 -0.752 3.852
C -0.385 -0.016 0.286
C -1.303 5.395 0.468
H 1.311 4.032 -0.084
H -0.025 3.600 -1.304
C 0.582 4.391 -0.878
H 6.752 -0.026 1.075
H 6.701 0.710 -0.528
C 0.125 -0.367 7.142
C -2.119 6.484 0.782
H 0.831 6.926 -1.673

Computed properties:
ΔE to the lowest compared entry with this formula, charge and spin   0.0 kJ/mol
Spin multiplicity   1
Frontier orbital gap   6.884 eV

Mulliken atomic charge list, values in e, 2 entries: number 1, C, carries -1.81; number 2, C, carries -0.91


Record 6
Computed, not measured: C6H9N in the gas phase, with ωB97M-V/def2-TZVPD.

Positions of all 16 atoms, in Å:
H -0.881 -2.437 -0.510
C -1.563 1.351 -0.035
H -0.737 -2.153 1.230
H 3.224 0.253 -0.233
C 0.036 -0.578 -0.004
C 2.134 0.260 -0.164
H 1.930 1.997 -1.041
C -0.966 -1.670 0.273
H -2.491 0.976 -0.521
H -1.754 1.190 1.048
H -2.009 -1.344 0.295
C -0.204 0.689 -0.480
C 1.407 -0.818 0.224
H 1.803 -1.716 0.659
H -1.570 2.423 -0.205
N 1.338 1.297 -0.541

Computed properties:
ΔE to the lowest compared entry with this formula, charge and spin   197.8 kJ/mol
Spin multiplicity   1
SMILES   Cc1cc[nH]c1C
Frontier orbital gap   8.926 eV

Mulliken atomic charge list, values in e, 2 entries: number 1, H, carries 0.29; number 2, C, carries -1.24


Record-wise E_HOMO values, in Eh: -0.1230 -0.3175 -0.3454 -0.3521 -0.2556 -0.2881
Record-wise E_tot values, in Eh: -964.17547 -265.42846 -1209.05896 -3185.53738 -1930.60764 -288.70670